Formula: C32H77N13O8
Source: the Open Molecules 2025 dataset
Level of theory: ωB97M-V/def2-TZVPD

As for the SMILES: CC1(C)CCCC(C)(C)N1O.CC1(C)CCCC(C)(C)N1O.CC1(C)CCCC(C)(C)N1O.NC(N)=O.NC(N)=O.NC(N)=O.NC(N)=O.NC(N)=O. The calculation puts the highest occupied orbital energy at -8.373 eV. For the largest force on an atom, the calculation gives 1.85 eV Å⁻¹. Its energy above the lowest of the compared OMol25 structures with the same formula, charge and spin is 0.0 kcal/mol.

Positions of all 130 atoms, in Å:
C (1.311, -4.386, -3.743)
C (0.725, -4.728, -2.360)
C (-0.573, -3.949, -2.150)
C (0.387, -6.227, -2.305)
C (1.652, -7.061, -2.302)
C (2.437, -6.739, -1.028)
C (2.766, -5.246, -0.883)
C (3.043, -4.989, 0.607)
C (4.034, -4.935, -1.686)
N (1.596, -4.417, -1.218)
O (1.929, -3.040, -1.235)
H (0.659, -4.699, -4.557)
H (1.239, -3.292, -3.813)
H (2.343, -4.683, -3.912)
H (-1.417, -4.141, -2.809)
H (-0.887, -4.089, -1.114)
H (-0.350, -2.877, -2.195)
H (-0.316, -6.437, -1.497)
H (-0.203, -6.481, -3.194)
H (1.427, -8.128, -2.371)
H (2.345, -6.886, -3.131)
H (3.380, -7.294, -1.036)
H (1.894, -7.135, -0.167)
H (4.021, -5.342, 0.941)
H (2.271, -5.462, 1.211)
H (3.068, -3.920, 0.839)
H (4.092, -5.421, -2.661)
H (4.928, -5.238, -1.136)
H (4.179, -3.856, -1.796)
H (2.331, -2.860, -2.099)
C (1.873, -0.476, -3.165)
C (1.811, 0.953, -3.741)
C (2.054, 1.939, -2.604)
C (2.931, 1.147, -4.759)
C (2.719, 0.356, -6.059)
C (1.339, 0.643, -6.637)
C (0.157, 0.646, -5.631)
C (-0.981, 1.439, -6.300)
C (-0.368, -0.790, -5.439)
N (0.547, 1.278, -4.390)
O (-0.517, 1.434, -3.487)
H (2.197, -1.218, -3.894)
H (2.563, -0.465, -2.314)
H (0.942, -0.838, -2.720)
H (3.037, 1.787, -2.156)
H (1.957, 2.964, -2.973)
H (1.357, 1.837, -1.769)
H (2.973, 2.210, -5.023)
H (3.905, 0.939, -4.312)
H (3.490, 0.683, -6.758)
H (2.836, -0.712, -5.873)
H (1.124, -0.181, -7.328)
H (1.305, 1.520, -7.283)
H (-1.523, 0.825, -7.017)
H (-0.613, 2.299, -6.868)
H (-1.668, 1.873, -5.574)
H (0.340, -1.503, -5.023)
H (-0.837, -1.220, -6.327)
H (-1.220, -0.763, -4.746)
H (-0.668, 2.384, -3.453)
C (-2.113, 4.557, 4.964)
C (-2.513, 4.431, 3.492)
C (-1.569, 5.361, 2.686)
C (-2.259, 2.986, 2.997)
C (-3.030, 2.598, 1.751)
C (-4.510, 2.864, 1.973)
C (-4.762, 4.365, 2.218)
C (-4.497, 5.187, 0.951)
C (-6.220, 4.515, 2.640)
N (-3.931, 4.724, 3.373)
O (-4.175, 6.069, 3.747)
H (-1.311, 3.845, 5.181)
H (-1.927, 5.587, 5.255)
H (-2.876, 4.148, 5.641)
H (-0.574, 5.343, 3.133)
H (-1.485, 5.069, 1.640)
H (-1.954, 6.380, 2.780)
H (-1.190, 2.842, 2.785)
H (-2.290, 2.314, 3.866)
H (-2.600, 3.160, 0.920)
H (-2.847, 1.553, 1.485)
H (-4.796, 2.369, 2.905)
H (-5.140, 2.489, 1.168)
H (-5.276, 5.022, 0.206)
H (-3.546, 4.851, 0.536)
H (-4.412, 6.260, 1.115)
H (-6.593, 5.532, 2.769)
H (-6.358, 4.064, 3.631)
H (-6.899, 3.993, 1.964)
H (-4.677, 6.002, 4.566)
N (1.485, -3.089, 5.445)
C (1.207, -2.956, 6.768)
N (0.001, -2.341, 7.053)
O (1.930, -3.375, 7.656)
H (2.170, -3.766, 5.165)
H (0.856, -2.715, 4.749)
H (-0.714, -2.180, 6.370)
H (-0.079, -2.049, 8.010)
N (0.606, 0.568, 2.017)
C (0.596, -0.800, 2.011)
N (1.088, -1.327, 0.864)
O (0.012, -1.472, 2.863)
H (1.367, 0.998, 1.493)
H (0.331, 1.109, 2.819)
H (1.217, -2.303, 0.657)
H (1.594, -0.725, 0.234)
N (-1.663, -0.189, -1.091)
C (-2.540, -1.210, -0.834)
N (-2.336, -1.870, 0.353)
O (-3.436, -1.530, -1.603)
H (-1.666, 0.189, -2.022)
H (-1.123, 0.203, -0.340)
H (-1.600, -1.554, 0.959)
H (-3.137, -2.386, 0.666)
N (-0.521, 0.631, 5.387)
C (0.542, 1.484, 5.440)
N (1.312, 1.359, 6.550)
O (0.758, 2.328, 4.571)
H (-0.834, 0.115, 6.187)
H (-1.084, 0.651, 4.557)
H (2.133, 1.915, 6.692)
H (1.205, 0.559, 7.149)
N (1.863, 3.745, 1.956)
C (2.475, 3.276, 0.834)
N (3.002, 4.221, -0.004)
O (2.669, 2.077, 0.633)
H (1.384, 3.049, 2.504)
H (1.736, 4.727, 2.103)
H (2.844, 5.194, 0.178)
H (3.305, 3.922, -0.912)

Formula: H11O5
Source: the Open Molecules 2025 dataset
Level of theory: ωB97M-V/def2-TZVPD

The calculation puts the highest occupied orbital energy at -15.484 eV. For the largest force on an atom, the calculation gives 1.60 eV Å⁻¹. As for the total charge: +1. Its energy above the lowest of the compared OMol25 structures with the same formula, charge and spin is 14.9 kcal/mol.

Positions of all 16 atoms, in Å:
O (-0.616, -1.632, -0.289)
H (-1.493, -1.985, -0.419)
H (-0.009, -2.166, -0.799)
O (2.658, -1.961, 0.056)
H (2.785, -2.711, -0.530)
H (3.524, -1.835, 0.434)
O (-3.150, 1.745, -0.075)
H (-3.324, 2.538, -0.600)
H (-3.768, 1.689, 0.629)
O (1.823, 1.032, 0.213)
H (2.616, 1.531, 0.363)
H (2.053, 0.107, 0.049)
O (-0.757, 0.914, 0.241)
H (-0.944, -0.035, -0.019)
H (0.150, 1.292, 0.367)
H (-1.547, 1.475, 0.379)

Formula: C25H25Cl3GeN4Ru
Source: the Open Molecules 2025 dataset
Level of theory: ωB97M-V/def2-TZVPD

As for the expectation value of S²: 6.05. The calculation puts the highest occupied orbital energy (spin up / spin down) at -13.730 / -15.056 eV. As for the spin multiplicity: 5. For the largest force on an atom, the calculation gives 0.17 eV Å⁻¹. As for the total charge: +2.

Positions of all 59 atoms, in Å:
Ru (0.061, 0.303, -0.256)
C (-1.705, -1.622, 1.574)
N (-0.499, -0.786, 1.721)
C (0.636, -1.616, 2.172)
C (1.975, -0.997, 1.869)
C (3.074, -1.175, 2.691)
C (4.298, -0.656, 2.294)
C (4.385, 0.030, 1.092)
C (3.239, 0.179, 0.334)
N (2.061, -0.331, 0.712)
C (-0.789, 0.318, 2.667)
C (0.038, 1.549, 2.441)
C (0.407, 2.368, 3.490)
C (1.103, 3.538, 3.226)
C (1.424, 3.849, 1.915)
C (1.032, 2.983, 0.915)
N (0.340, 1.860, 1.165)
C (-2.785, -0.890, 0.819)
C (-4.117, -1.235, 0.963)
C (-5.070, -0.546, 0.228)
C (-4.659, 0.477, -0.611)
C (-3.310, 0.767, -0.690)
N (-2.383, 0.092, 0.001)
H (-2.079, -1.939, 2.553)
H (-1.426, -2.529, 1.036)
H (0.581, -2.568, 1.639)
H (0.550, -1.845, 3.238)
H (2.974, -1.715, 3.623)
H (5.172, -0.785, 2.918)
H (5.319, 0.449, 0.748)
H (3.248, 0.727, -0.602)
H (-0.683, -0.029, 3.699)
H (-1.834, 0.604, 2.529)
H (0.147, 2.092, 4.503)
H (1.397, 4.193, 4.035)
H (1.972, 4.744, 1.661)
H (1.282, 3.183, -0.117)
H (-4.403, -2.026, 1.644)
H (-6.118, -0.798, 0.319)
H (-5.368, 1.052, -1.189)
H (-2.961, 1.576, -1.319)
Cl (-1.135, 3.757, -1.518)
Ge (-0.317, 1.866, -2.142)
Cl (-1.355, 1.471, -3.968)
Cl (1.768, 2.248, -2.659)
C (0.058, -1.676, -1.357)
C (0.205, -1.529, -2.756)
C (-0.903, -1.754, -3.630)
C (-0.728, -1.753, -4.985)
C (0.535, -1.467, -5.522)
C (1.635, -1.202, -4.688)
C (1.480, -1.235, -3.332)
H (0.943, -2.025, -0.827)
H (-0.870, -2.132, -1.025)
H (-1.874, -1.961, -3.197)
H (-1.558, -1.959, -5.646)
H (0.667, -1.449, -6.596)
H (2.600, -0.987, -5.127)
H (2.321, -1.058, -2.674)

Formula: C9H10
Source: the Open Molecules 2025 dataset
Level of theory: ωB97M-V/def2-TZVPD

As for the expectation value of S²: 2.02. The calculation puts the highest occupied orbital energy (spin up / spin down) at -4.718 / -8.623 eV. As for the spin multiplicity: 3. For the largest force on an atom, the calculation gives 8.13 eV Å⁻¹. Its energy above the lowest of the compared OMol25 structures with the same formula, charge and spin is 24.1 kcal/mol.

Positions of all 19 atoms, in Å:
C (1.852, -0.808, 0.118)
C (1.533, 0.150, 1.141)
C (0.951, -1.017, -0.823)
C (-0.521, 0.094, 0.105)
C (-1.965, 0.209, 0.033)
C (-0.566, 1.755, 1.441)
C (-1.178, 1.513, 0.092)
C (0.272, 0.531, 1.257)
C (0.525, -1.809, -1.956)
H (2.877, -1.106, 0.281)
H (2.429, 0.382, 1.657)
H (-2.481, 0.008, -0.814)
H (-2.550, -0.216, 0.981)
H (-0.076, 2.691, 1.536)
H (-1.162, 1.522, 2.392)
H (-1.302, 2.314, -0.615)
H (1.465, -2.206, -2.446)
H (-0.066, -1.314, -2.776)
H (-0.038, -2.695, -1.604)

Formula: C5H8N
Source: the Open Molecules 2025 dataset
Level of theory: ωB97M-V/def2-TZVPD

The calculation puts the highest occupied orbital energy at -16.233 eV. For the largest force on an atom, the calculation gives 5.39 eV Å⁻¹. As for the total charge: +1. Its energy above the lowest of the compared OMol25 structures with the same formula, charge and spin is 80.0 kcal/mol.

Positions of all 14 atoms, in Å:
C (-1.287, 0.593, 0.329)
C (1.204, 0.646, 0.330)
C (-0.021, 0.718, -0.590)
C (-0.773, -0.871, 0.404)
C (0.718, -0.808, 0.401)
N (-0.035, -0.726, -0.852)
H (-1.082, 1.295, 1.206)
H (-2.179, 0.729, -0.339)
H (2.196, 0.773, -0.247)
H (1.396, 1.099, 1.207)
H (0.084, 1.352, -1.489)
H (-1.290, -1.831, 0.591)
H (1.327, -1.702, 0.717)
H (-0.257, -1.269, -1.669)

Formula: C2H2N4O
Source: the Open Molecules 2025 dataset
Level of theory: ωB97M-V/def2-TZVPD

As for the SMILES: N#CN=O.N#CN. The calculation puts the highest occupied orbital energy (spin up / spin down) at -9.837 / -9.832 eV. For the largest force on an atom, the calculation gives 4.12 eV Å⁻¹. Its energy above the lowest of the compared OMol25 structures with the same formula, charge and spin is 66.3 kcal/mol.

Positions of all 9 atoms, in Å:
N (2.194, 1.866, 0.265)
C (2.241, 0.705, 0.275)
N (2.629, -0.518, 0.108)
O (2.239, -1.573, 0.537)
N (-0.099, -0.265, -0.909)
C (-1.180, -0.157, -0.541)
N (-2.433, -0.006, -0.175)
H (-2.953, -0.845, 0.032)
H (-2.639, 0.792, 0.407)

Formula: C2H36N2O15
Source: the Open Molecules 2025 dataset
Level of theory: ωB97M-V/def2-TZVPD

The calculation puts the highest occupied orbital energy at -7.660 eV. For the largest force on an atom, the calculation gives 2.50 eV Å⁻¹. Its energy above the lowest of the compared OMol25 structures with the same formula, charge and spin is 86.8 kcal/mol.

Positions of all 55 atoms, in Å:
C (-0.213, -0.044, -1.754)
C (0.448, -0.030, -0.585)
N (-0.005, 0.214, 0.741)
N (0.401, -0.316, -2.958)
H (-1.334, -0.111, -1.742)
H (1.522, -0.210, -0.520)
H (-0.080, -0.598, 1.336)
H (-0.905, 0.665, 0.804)
H (1.401, -0.165, -2.972)
H (0.032, -0.017, -3.837)
H (3.657, -0.728, -1.474)
H (4.391, -1.852, -0.745)
O (3.495, -1.572, -1.017)
H (-2.892, 2.181, 0.238)
H (-4.128, 2.018, -0.762)
O (-3.231, 1.724, -0.615)
H (0.396, 3.797, 2.243)
H (0.560, 2.713, 1.186)
O (0.021, 2.958, 1.954)
H (1.041, -4.604, 0.083)
H (-0.594, -4.613, 0.156)
O (0.248, -4.752, 0.592)
H (-1.740, 3.032, 1.972)
H (-2.806, 2.183, 2.377)
O (-2.688, 2.908, 1.707)
H (-1.608, 4.003, -0.663)
H (-0.696, 3.176, 0.331)
O (-0.813, 3.473, -0.591)
H (2.225, -3.262, 2.721)
H (2.922, -2.174, 1.756)
O (3.011, -2.735, 2.522)
H (2.558, 2.012, -2.424)
H (3.849, 1.451, -3.100)
O (3.212, 1.267, -2.398)
H (3.464, 2.260, 1.262)
H (2.204, 1.439, 0.801)
O (2.504, 2.212, 1.301)
H (-2.047, -3.496, -1.089)
H (-2.564, -2.427, -0.212)
O (-2.155, -3.310, -0.145)
H (-2.821, -0.246, 0.015)
H (-4.008, -0.856, -0.775)
O (-3.403, -1.017, -0.051)
H (0.727, 3.159, -1.846)
H (0.849, 3.565, -3.231)
O (1.396, 3.163, -2.550)
H (-0.502, -2.348, -2.586)
H (-0.742, -3.395, -3.423)
O (-1.282, -2.895, -2.773)
H (-1.112, 0.580, 3.834)
H (-1.273, 1.899, 4.323)
O (-1.673, 1.337, 3.611)
H (0.519, -4.241, 2.363)
H (-0.330, -3.589, 3.391)
O (0.593, -3.783, 3.220)

Formula: H4NO2SSi
Source: the Open Molecules 2025 dataset
Level of theory: ωB97M-V/def2-TZVPD

The calculation puts the highest occupied orbital energy at -3.020 eV. For the largest force on an atom, the calculation gives 4.33 eV Å⁻¹. As for the total charge: -1. Its energy above the lowest of the compared OMol25 structures with the same formula, charge and spin is 2.1 kcal/mol.

Positions of all 9 atoms, in Å:
N (-2.789, 0.060, -0.055)
O (2.989, -0.067, -0.714)
O (1.034, -1.858, -0.664)
Si (1.580, -0.518, -0.111)
S (3.649, 1.363, 0.032)
H (-1.931, 0.053, -0.569)
H (-2.678, -0.492, 0.901)
H (-3.116, 1.019, 0.291)
H (1.264, 0.440, 0.887)